# 1
ORCA calculation (ωB97M-V with the def2-TZVPD basis set) on an isolated molecule of C25H24N2O3 at a distorted geometry.

Values from the calculation:
Energy relative to the best compared isomer or geometry (same formula, charge and spin): 33.3 kcal per mole
E: -1302.32249 Eh
SMILES: Cc1ccc(N2C(=O)c3ccccc3N[C@H]2[C@H](C)Cc2ccc3c(c2)OCO3)cc1
Charge: 0
LUMO level: 0.648 eV
E_HOMO: -7.9 eV
HOMO-LUMO gap: 8.5759 eV

```
54
Properties=species:S:1:pos:R:3:lowdin_charge:R:1
C -3.92575 -3.17231 0.41734 -0.05
C -2.59765 -2.48250 0.33671 -0.28
C -2.07407 -1.83254 1.44777 -0.04
C -0.82204 -1.25284 1.40667 0.00
C -0.06729 -1.30374 0.24089 -0.20
C -0.59099 -1.92860 -0.88201 0.00
C -1.84261 -2.51370 -0.82748 -0.03
H -2.23572 -3.00620 -1.70514 0.11
H -0.00762 -1.97771 -1.78769 0.12
N 1.23254 -0.73314 0.21710 0.06
C 2.30451 -1.48490 -0.18943 -0.38
O 2.18512 -2.63259 -0.57427 0.08
C 3.61743 -0.82403 -0.03791 -0.08
C 4.76542 -1.46107 -0.49319 -0.01
C 6.01012 -0.90116 -0.28186 -0.09
C 6.11313 0.29762 0.41022 -0.08
C 4.98312 0.94418 0.87035 -0.03
C 3.72176 0.39784 0.64059 -0.23
N 2.57674 0.99078 1.11138 0.10
H 2.66813 1.92695 1.47432 0.14
C 1.32023 0.68969 0.48034 -0.23
H 0.52477 0.93264 1.19642 0.13
C 1.02677 1.49611 -0.82962 -0.28
C 2.28132 2.04258 -1.50569 -0.05
H 2.98263 1.24289 -1.73038 0.08
H 2.78253 2.77735 -0.87887 0.08
H 2.01041 2.52789 -2.44081 0.08
H 0.54315 0.79870 -1.52064 0.13
C 0.02818 2.63012 -0.53537 -0.12
C -1.31174 2.07823 -0.13526 -0.24
C -1.75725 2.14293 1.17512 -0.06
C -2.97772 1.59928 1.57287 0.01
C -3.73433 0.99140 0.60433 -0.22
C -3.29896 0.92566 -0.72035 -0.20
C -2.09717 1.45432 -1.11093 0.06
H -1.77749 1.39846 -2.13807 0.13
O -4.24432 0.29085 -1.47848 0.04
C -5.31955 0.02098 -0.60584 -0.16
O -4.96155 0.39112 0.70831 0.03
H -5.56021 -1.05033 -0.63703 0.12
H -6.20438 0.60120 -0.92231 0.14
H -3.31507 1.65531 2.59391 0.12
H -1.15153 2.64191 1.91762 0.11
H 0.42480 3.27354 0.25265 0.12
H -0.08537 3.23430 -1.43780 0.12
H 5.06602 1.87848 1.40785 0.11
H 7.08467 0.73500 0.58849 0.10
H 6.89829 -1.39616 -0.64280 0.10
H 4.65045 -2.40334 -1.00706 0.12
H -0.41931 -0.77999 2.29035 0.12
H -2.64863 -1.79412 2.36212 0.12
H -4.60768 -2.62722 1.06734 0.07
H -3.79505 -4.17158 0.83480 0.09
H -4.37122 -3.27855 -0.56958 0.08
```



# 2
ORCA calculation (ωB97M-V with the def2-TZVPD basis set) on a cluster of 2 separate species, C25H24N3 in total at a distorted geometry.

Values from the calculation:
Energy relative to the best compared isomer or geometry (same formula, charge and spin): 21.6 kcal per mole
E: -1131.09531 Eh
Charge: +1
LUMO level: -4.435 eV
E_HOMO: -10.8 eV
HOMO-LUMO gap: 6.3222 eV

```
52
Properties=species:S:1:pos:R:3:lowdin_charge:R:1
C 3.82839 1.98612 2.62270 0.01
N 2.53107 1.36313 2.42426 -0.05
C 1.41280 2.00607 1.99023 0.06
C 0.28624 1.14925 2.12547 -0.13
C -1.02990 1.43092 1.77230 0.05
C -2.20798 0.71041 2.20709 -0.23
C -2.57258 -0.56928 1.72476 -0.07
C -3.84688 -1.07876 1.98032 -0.07
C -4.74003 -0.36783 2.79502 -0.06
C -4.34842 0.85349 3.36403 -0.06
C -3.11358 1.40419 3.04378 -0.02
C 0.80106 -0.10126 2.69728 -0.09
C 0.21658 -1.30015 3.06849 0.00
C 1.04927 -2.37541 3.41765 -0.04
C 2.44272 -2.22304 3.49478 -0.05
C 3.04288 -0.98856 3.18673 0.01
C 2.20278 0.05222 2.80850 -0.15
H 4.58476 1.20386 2.72542 0.09
H 4.08217 2.62663 1.76946 0.11
H 3.83341 2.60904 3.53177 0.11
H 1.43492 3.04600 1.67845 0.16
H -1.20718 2.42151 1.35464 0.14
H -1.85828 -1.14131 1.12536 0.13
H -4.13323 -2.03500 1.53503 0.12
H -5.74771 -0.75199 2.96109 0.11
H -5.00725 1.39539 4.04458 0.11
H -2.80723 2.38894 3.40581 0.12
H -0.86650 -1.38355 3.09432 0.10
H 0.59425 -3.34162 3.63321 0.11
H 3.05307 -3.07936 3.78752 0.12
H 4.11993 -0.83450 3.22556 0.11
C -5.61755 -1.20320 -2.69622 -0.04
C -4.25130 -0.57557 -2.74459 -0.22
C -3.70463 -0.05700 -1.56411 0.04
C -2.38661 0.41010 -1.54452 -0.21
C -1.59766 0.26972 -2.70927 -0.18
C -2.13557 -0.17644 -3.90231 0.03
C -3.50363 -0.51416 -3.93923 -0.22
C -4.13499 -0.81463 -5.26701 -0.05
N -0.35435 0.80486 -2.37054 0.12
C -0.42506 1.24773 -1.08536 -0.14
N -1.63360 1.05994 -0.58491 0.10
H -6.14622 -1.14566 -3.65252 0.07
H -5.56854 -2.26478 -2.40866 0.09
H -6.23293 -0.71314 -1.93495 0.08
H -4.27082 0.00024 -0.63633 0.11
H -1.49574 -0.22669 -4.78861 0.12
H -3.45614 -0.51824 -6.07430 0.08
H -4.36413 -1.87905 -5.40930 0.09
H -5.07580 -0.26821 -5.41182 0.09
H 0.48284 0.82737 -2.93940 0.16
H 0.42421 1.71810 -0.61060 0.12
```



# 3
ORCA calculation (ωB97M-V with the def2-TZVPD basis set) on a structure of composition C25H24N3NdO6 at a distorted geometry.

Values from the calculation:
<S²>: 3.7526
Energy relative to the best compared isomer or geometry (same formula, charge and spin): 0.0 kcal per mole
E: -2144.34197 Eh
Spin multiplicity: 4
Charge: 0
LUMO level (spin up / spin down): -0.720 / -0.708 eV
E_HOMO (spin up / spin down): -7.7 / -7.7 eV
HOMO-LUMO gap (spin up / spin down): 6.9951 / 7.0094 eV

```
59
Properties=species:S:1:pos:R:3:mulliken_spin:R:1
Nd 0.00792 -0.87294 -0.43244 3.00
C 2.39907 -2.46568 2.93543 0.00
O 1.41927 -2.44772 3.96690 0.00
C 0.58201 -1.36966 4.02971 0.00
C 0.33948 -0.84520 5.28788 0.00
C -0.52109 0.22988 5.47255 0.00
C -1.11623 0.80626 4.36912 0.00
C -0.89010 0.29609 3.08592 0.00
C -1.49250 1.03997 1.98691 0.00
N -1.30963 0.85829 0.72941 0.00
N -1.97398 1.81396 -0.06511 0.00
C -1.68438 1.66639 -1.32198 0.00
O -0.89372 0.77280 -1.83500 0.00
C -2.33790 2.60163 -2.28546 0.00
C -3.49770 3.29422 -1.94961 0.00
C -4.10526 4.12264 -2.87942 0.00
C -3.55616 4.27383 -4.14670 0.00
C -2.39450 3.59340 -4.48270 0.00
C -1.79043 2.75509 -3.55538 0.00
C -0.07374 -0.84327 2.90107 0.00
O 0.06013 -1.41062 1.71719 0.00
H 3.19243 -3.12221 3.28695 0.00
H 2.80984 -1.46899 2.75947 0.00
H 1.98377 -2.84694 2.00342 0.00
H 0.85041 -1.30881 6.12254 0.00
H -0.69985 0.62124 6.46437 0.00
H -1.75846 1.67114 4.48389 0.00
H -2.12901 1.87945 2.26949 0.00
H -3.91011 3.16861 -0.95750 0.00
H -5.00982 4.65506 -2.61356 0.00
H -4.03118 4.92610 -4.86852 0.00
H -1.95334 3.71769 -5.46344 0.00
H -0.88288 2.21777 -3.79748 0.00
N 1.29036 -3.14824 -0.85864 0.00
C 2.72180 -2.77405 -0.91590 0.00
C 2.96652 -1.26717 -0.75098 0.00
O 3.98805 -0.87548 -0.23998 0.00
O 1.99464 -0.50588 -1.20840 0.00
H 1.16730 -3.95398 -0.25853 0.00
H 0.94760 -3.40547 -1.77743 0.00
H 3.17235 -3.06782 -1.86662 0.00
H 3.27837 -3.27533 -0.12711 0.00
C -1.77390 -0.95974 -4.25026 0.00
C -1.97043 -1.34547 -2.82340 0.00
O -1.11396 -2.02613 -2.24422 0.00
C -3.22890 -0.98877 -2.12129 0.00
C -4.24524 -0.29198 -2.77128 0.00
C -5.40240 0.04709 -2.08811 0.00
C -5.54760 -0.29749 -0.75260 0.00
C -4.53504 -0.98116 -0.09134 0.00
C -3.38374 -1.32018 -0.77634 0.00
H -0.74259 -1.14361 -4.53676 0.00
H -2.02705 0.08628 -4.41218 0.00
H -2.43646 -1.57489 -4.86624 0.00
H -4.13618 0.00226 -3.80600 0.00
H -6.18476 0.59286 -2.59803 0.00
H -6.44892 -0.02397 -0.21958 0.00
H -4.63298 -1.23440 0.95548 0.00
H -2.60862 -1.87200 -0.25467 -0.01
```



# 4
ORCA calculation (ωB97M-V with the def2-TZVPD basis set) on a cluster of 2 separate species, C25H24N3O in total at a distorted geometry.

Values from the calculation:
Energy relative to the best compared isomer or geometry (same formula, charge and spin): 6.9 kcal per mole
E: -1206.32951 Eh
Charge: +1
LUMO level: -3.827 eV
E_HOMO: -10.7 eV
HOMO-LUMO gap: 6.9061 eV

```
53
Properties=species:S:1:pos:R:3:lowdin_charge:R:1
C 2.08124 -2.71557 3.06654 0.01
C 1.71965 -1.29545 2.93269 -0.15
N 2.68120 -0.34177 3.01748 -0.03
C 4.09219 -0.60536 3.22332 0.02
C 2.13161 0.92784 2.89978 -0.16
C 0.74389 0.78767 2.65251 -0.09
C 0.02889 1.97009 2.44890 -0.01
C 0.69622 3.21244 2.58467 -0.06
C 2.07725 3.30300 2.82026 -0.06
C 2.82743 2.12601 2.99068 0.00
C 0.45954 -0.67539 2.68049 -0.10
C -0.72708 -1.36319 2.52028 0.03
C -1.99264 -0.71854 2.78164 -0.19
C -2.14728 0.23998 3.82609 -0.04
C -3.36817 0.85842 4.05753 -0.06
C -4.46346 0.57857 3.21835 -0.05
C -4.33796 -0.36591 2.18666 -0.06
C -3.12849 -1.01533 2.00128 -0.02
H 1.19166 -3.35062 3.12815 0.09
H 2.67764 -3.02433 2.18798 0.11
H 2.69771 -2.91676 3.96347 0.11
H 4.61060 0.35582 3.23943 0.08
H 4.25237 -1.12055 4.17974 0.11
H 4.49928 -1.21629 2.40527 0.11
H -1.03436 1.93744 2.19794 0.11
H 0.13698 4.15359 2.50902 0.11
H 2.59193 4.25504 2.85043 0.11
H 3.89805 2.12256 3.17226 0.10
H -0.69278 -2.47309 2.56270 0.12
H -1.28935 0.48244 4.45509 0.12
H -3.45825 1.58407 4.86473 0.11
H -5.40847 1.09502 3.38652 0.11
H -5.17598 -0.57535 1.51520 0.11
H -3.01974 -1.73721 1.19069 0.10
C -3.03367 -7.27037 1.45547 -0.06
O -2.97591 -6.98804 0.04017 -0.10
C -2.43098 -5.79857 -0.38087 -0.25
C -1.96908 -4.79228 0.52033 0.05
C -1.41530 -3.63550 -0.02994 -0.21
C -1.29331 -3.50583 -1.42878 -0.20
C -1.73542 -4.46990 -2.30506 -0.01
C -2.32242 -5.62022 -1.78581 0.01
N -0.72450 -2.25022 -1.63159 0.13
C -0.54415 -1.65654 -0.40852 -0.11
N -0.94877 -2.45839 0.55626 0.06
H -3.53092 -8.24208 1.48996 0.10
H -2.02062 -7.33356 1.87662 0.10
H -3.62396 -6.50562 1.97853 0.09
H -2.01790 -4.89686 1.61968 0.11
H -1.64093 -4.35992 -3.39251 0.12
H -2.70051 -6.43311 -2.39878 0.13
H -0.45146 -1.85090 -2.51943 0.16
H -0.15058 -0.65920 -0.30250 0.14
```



# 5
ORCA calculation (ωB97M-V with the def2-TZVPD basis set) on a structure of composition C25H24N3O5PdS2.

Values from the calculation:
<S²>: 0.7606
Energy relative to the best compared isomer or geometry (same formula, charge and spin): 0.0 kcal per mole
E: -2431.75383 Eh
Spin multiplicity: 2
Charge: 0
LUMO level (spin up / spin down): -1.535 / -2.693 eV
E_HOMO (spin up / spin down): -7.9 / -7.9 eV
HOMO-LUMO gap (spin up / spin down): 6.4013 / 5.2468 eV

```
60
Properties=species:S:1:pos:R:3:mulliken_spin:R:1
Pd 0.65347 0.51179 0.06314 0.54
C -0.19371 -2.71842 -0.35504 0.02
C 1.22356 -3.03898 0.03263 0.00
C 1.85035 -4.16511 -0.48132 0.00
C 3.15551 -4.46795 -0.12626 0.00
C 3.83589 -3.64184 0.75118 0.00
C 3.24145 -2.50579 1.29195 0.00
C 4.01139 -1.63037 2.23748 0.00
C 1.92376 -2.21430 0.92279 0.00
N 1.26605 -1.03939 1.35916 -0.02
C 1.08691 -0.76668 2.65171 0.01
O 1.39684 -1.40341 3.65149 0.00
C 0.28928 0.51146 2.85652 0.01
C 0.04046 1.04390 4.11477 0.00
C -0.78434 2.14784 4.22104 0.00
C -1.40585 2.66198 3.08487 0.01
C -1.13266 2.06973 1.87042 0.02
N -0.26918 1.05541 1.77927 0.03
C -1.89765 2.43656 0.63627 -0.01
O -2.65124 3.36461 0.59822 0.01
N -1.65468 1.57316 -0.49874 0.03
C -2.71289 1.24026 -1.40857 -0.03
C -4.02104 1.08206 -0.90806 0.02
C -4.38210 1.04070 0.55573 0.00
C -5.04387 0.82096 -1.81012 -0.01
C -4.79997 0.64701 -3.15906 0.01
C -3.49174 0.63851 -3.59702 -0.01
C -2.42344 0.89675 -2.74273 0.03
C -1.04629 0.67184 -3.31678 0.00
H -0.56805 -3.44642 -1.07388 0.00
H -0.28266 -1.72786 -0.81808 -0.01
H -0.85446 -2.71818 0.51443 0.00
H 1.30994 -4.80529 -1.16853 0.00
H 3.64171 -5.34434 -0.53513 0.00
H 4.85731 -3.87355 1.02751 0.00
H 5.03976 -1.98041 2.31695 0.00
H 3.55948 -1.64063 3.22945 0.00
H 4.03428 -0.59923 1.88696 0.00
H 0.50006 0.55997 4.96496 0.00
H -0.97675 2.59376 5.18746 0.00
H -2.10541 3.48414 3.12603 0.00
H -3.58390 0.59657 1.15687 0.00
H -5.26087 0.41041 0.67863 0.00
H -4.60609 2.02240 0.97089 0.00
H -6.05084 0.71776 -1.42561 0.00
H -5.61227 0.44957 -3.84488 0.00
H -3.26995 0.39506 -4.62852 0.00
H -1.12470 -0.06163 -4.11785 0.00
H -0.33663 0.27173 -2.58780 0.01
H -0.59192 1.57179 -3.73239 0.00
C 3.48329 2.04043 -2.20621 0.00
S 3.20789 0.79968 -0.98618 0.01
O 2.75832 1.48405 0.25157 0.12
O 4.41136 0.03549 -0.90230 0.02
O 2.00381 0.01021 -1.45415 0.05
H 4.37426 2.58500 -1.90254 0.00
H 2.62028 2.69538 -2.26139 0.00
H 3.65727 1.53522 -3.15332 0.00
S 0.04244 3.17463 -1.85492 0.04
C -0.34121 1.94201 -0.93296 0.13
```



# 6
ORCA calculation (ωB97M-V with the def2-TZVPD basis set) on a structure of composition C25H24N4O8RbSSe at a distorted geometry.

Values from the calculation:
Energy relative to the best compared isomer or geometry (same formula, charge and spin): 40.4 kcal per mole
E: -4611.89871 Eh
Charge: -1
LUMO level: 2.104 eV
E_HOMO: -5.2 eV
HOMO-LUMO gap: 7.2845 eV

```
64
Properties=species:S:1:pos:R:3:lowdin_charge:R:1
Rb 0.49362 -0.75750 0.20830 1.23
O -3.55444 -0.13178 2.99865 0.11
C -2.38406 0.08087 2.35906 -0.46
O -2.33658 0.28862 1.17668 0.10
C -1.19358 0.04066 3.25468 -0.21
C -1.26606 -0.13589 4.62858 0.00
C -0.06883 -0.20937 5.33564 -0.05
C 1.12669 -0.09851 4.65118 0.02
C 1.09562 0.10820 3.27046 -0.18
N -0.04329 0.18462 2.60406 0.06
C 2.41577 0.26629 2.46441 -0.69
O 3.45785 0.13918 3.12032 -0.01
O 2.27081 0.53250 1.25069 -0.25
H -4.25409 -0.11951 2.33282 0.13
H -2.22292 -0.21042 5.12463 0.11
H -0.08036 -0.35794 6.40827 0.10
H 2.09273 -0.16106 5.13234 0.12
C -0.51927 3.67831 3.23812 -0.03
N 0.81341 3.67651 2.69936 -0.07
C 1.14297 3.49512 1.39204 -0.81
Se 0.02726 3.50051 -0.02913 0.62
N 2.49609 3.52992 1.31125 0.12
C 3.04410 3.66001 2.57341 -0.18
C 4.35386 3.75524 3.00173 0.00
C 4.56397 3.98513 4.35171 -0.09
C 3.49597 4.09054 5.23947 -0.10
C 2.18078 3.97394 4.81203 -0.01
C 1.97093 3.77353 3.45886 -0.16
H -1.22121 3.48074 2.43081 0.05
H -0.74400 4.64816 3.68782 0.10
H -0.61668 2.90080 3.99721 0.09
H 2.97400 3.12124 0.52672 0.15
H 5.17025 3.63109 2.30471 0.12
H 5.57470 4.08332 4.72448 0.10
H 3.69482 4.26795 6.28850 0.10
H 1.35838 4.03358 5.51255 0.11
C 3.36112 -9.63318 -4.36650 -0.06
C 3.59828 -8.23282 -3.86995 -0.27
C 2.91779 -7.74379 -2.75967 -0.03
C 3.12596 -6.44686 -2.31385 -0.05
C 4.00768 -5.62946 -2.99924 -0.28
C 4.69192 -6.09465 -4.11042 -0.05
C 4.49236 -7.39576 -4.53650 -0.04
S 4.26796 -3.94537 -2.48762 0.64
O 5.57210 -3.53294 -2.93488 -0.31
O 3.96756 -3.84220 -1.08946 -0.28
N 3.18594 -3.16289 -3.47489 -0.13
C 1.75222 -3.34006 -3.14982 -0.22
C 1.23626 -2.44942 -2.02836 -0.19
C -0.14229 -2.99638 -1.46528 -0.79
O -0.95774 -3.39336 -2.31079 -0.03
O -0.25591 -2.96322 -0.21784 -0.29
H 2.90001 -10.25237 -3.59875 0.07
H 4.29669 -10.09772 -4.67793 0.08
H 2.69310 -9.61809 -5.23023 0.08
H 2.21282 -8.38040 -2.23953 0.11
H 2.61184 -6.06826 -1.43968 0.12
H 5.37689 -5.42745 -4.61609 0.11
H 5.02971 -7.77119 -5.39941 0.11
H 3.45408 -2.18697 -3.55748 0.11
H 1.63076 -4.38658 -2.87495 0.10
H 1.18027 -3.17724 -4.06189 0.12
H 1.08673 -1.43020 -2.41829 0.09
H 1.96088 -2.43007 -1.20963 0.06
```



What is the formula in the second record?
C25H24N3



Which value of E does entry 4 give?
-1206.32951 Eh